Entry A
20
Properties=species:S:1:pos:R:3:mulliken_spin:R:1 method="wB97M-V/def2-TZVPD" multiplicity=2 orbital_gap_ev="9.62 / 3.61" charge=+1 molar_mass_da=90.17 lumo_ev="-4.145 / -10.154" homo_energy_ha="-0.50600 / -0.50597"
C 2.5437 -1.2161 0.7426 0.10
C 2.2043 -0.0915 -0.2708 0.17
O 3.6674 -0.8690 1.4951 0.60
H 1.6275 -1.1813 1.5158 0.12
H 2.5995 -2.1924 0.4000 -0.01
H 1.1853 0.1391 -0.4068 -0.01
H 3.4926 -0.0868 2.1148 -0.02
H 2.8217 -0.2763 -1.1092 0.03
H 2.4916 0.9330 0.0335 0.01
C -1.7160 0.6057 0.0516 0.00
C -1.1475 -0.3758 -1.0549 0.00
C -3.1738 1.1231 -0.1665 0.00
H -1.7281 0.0856 1.0107 0.00
H -1.1680 1.6310 -0.0829 0.00
H -1.8386 -0.7216 -1.7828 0.00
H -3.9608 0.3617 0.2552 0.00
H -0.9591 -1.2758 -0.4889 0.00
H -0.2539 0.0218 -1.4382 0.00
H -3.4352 2.0356 0.4498 0.00
H -3.2526 1.3498 -1.2681 0.00

Entry B
20
Properties=species:S:1:pos:R:3:mulliken_spin:R:1 method="wB97M-V/def2-TZVPD" multiplicity=2 orbital_gap_ev="11.47 / 4.95" charge=+1 molar_mass_da=90.17 lumo_ev="-3.505 / -10.006" homo_energy_ha="-0.55033 / -0.54966"
C -1.1449 1.3904 1.1655 0.01
C -1.4233 2.8797 0.9667 0.00
H -1.0800 0.8733 0.2156 0.00
H -0.1780 1.1953 1.6570 0.01
H -1.8405 1.0562 1.9292 0.00
H -0.9547 3.5231 1.7103 0.00
H -2.4696 3.1407 0.8269 0.00
H -0.9544 3.2157 0.0357 0.00
C 0.4950 -1.1254 -0.6417 0.03
C 0.8396 -1.9404 -1.9627 0.11
C 0.8491 -1.7401 0.7023 0.05
O 1.3650 0.0035 -0.7400 0.66
H -0.5453 -0.7600 -0.6471 0.12
H 1.8063 -2.3714 -1.7295 0.00
H 0.9547 -2.8238 0.6434 0.03
H 1.7964 -1.3931 1.1166 -0.01
H 0.0773 -1.3896 1.3894 0.00
H 1.6071 0.1979 -1.6796 -0.02
H 0.7258 -1.2445 -2.7960 0.00
H 0.0745 -2.6874 -2.1620 0.00

Unit: kcal/mol. Relative energies: entry A 26.2; entry B 0.0.

Entry A
17
Properties=species:S:1:pos:R:3:nbo_charge:R:1 method="wB97M-V/def2-TZVPD" orbital_gap_ev=8.87 charge=-1 molar_mass_da=107.08 lumo_ev=3.955 homo_energy_ha=-0.18065
O 2.0847 1.2062 -1.6264 -1.03
H 2.2297 2.1814 -1.6335 0.45
O 2.8982 -1.1183 -0.2425 -0.97
H 2.2136 -0.5128 0.0856 0.49
H 2.9805 -0.7976 -1.1501 0.48
O -0.4488 0.9609 -0.8857 -1.28
H -0.4914 0.0823 -1.3480 0.42
H 1.0740 1.3287 -1.4983 0.52
O -1.3328 -0.7900 0.9433 -1.03
H -1.8445 -0.2958 1.6677 0.46
H -0.8265 -0.0547 0.4629 0.52
O -3.2333 1.7068 -0.5324 -0.95
H -2.4281 2.0616 -0.2221 0.48
H -3.0085 0.8278 -0.4897 0.47
O 0.2375 -2.4336 2.5596 -0.96
H 0.0176 -2.7365 1.6158 0.47
H -0.1220 -1.6165 2.2938 0.48

Entry B
17
Properties=species:S:1:pos:R:3:nbo_charge:R:1 method="wB97M-V/def2-TZVPD" orbital_gap_ev=9.24 charge=-1 molar_mass_da=107.08 lumo_ev=3.893 homo_energy_ha=-0.19664
O -0.7345 -1.4788 0.3341 -1.26
H -1.5448 -1.5679 -0.1507 0.45
O 0.6365 -1.7488 -2.0971 -1.06
H 1.4119 -2.2861 -2.0008 0.45
H 0.2742 -1.6214 -1.0481 0.53
O 0.6221 -1.0395 2.4246 -1.07
H 1.3294 -1.5998 2.2116 0.45
H -0.0452 -1.0968 1.5627 0.53
O -1.2437 1.9542 -0.3503 -0.97
H -1.0578 1.8864 0.6165 0.48
H -0.8189 1.0768 -0.4826 0.48
O 0.0402 1.8110 2.8688 -0.98
H 0.8985 2.1201 3.0710 0.45
H 0.1960 0.8593 2.6497 0.51
O 0.0469 1.2576 -3.3875 -0.94
H -0.6959 0.8453 -3.0189 0.47
H 0.6851 0.6284 -3.2032 0.47

Unit: kcal/mol. Relative energies: entry A 4.2; entry B 0.0.

Entry A
10
Properties=species:S:1:pos:R:3:nbo_charge:R:1 method="wB97M-V/def2-TZVPD" orbital_gap_ev=8.37 molar_mass_da=110.08 lumo_ev=-0.226 homo_energy_ha=-0.31576
C 1.4529 -1.2134 0.0154 0.22
C -0.3740 -0.1682 -0.0677 -0.05
C 0.5500 0.8384 -0.0614 0.59
H 2.2938 -1.9393 0.1285 0.21
H 2.6843 0.5129 0.2669 0.43
N 0.1679 -1.4887 -0.2725 -0.43
N -1.6717 -0.0111 0.0289 0.11
N -2.7860 -0.2189 0.1697 0.11
N 1.7092 0.1030 0.2802 -0.62
O 0.4140 1.9994 -0.1447 -0.56

Entry B
10
Properties=species:S:1:pos:R:3:nbo_charge:R:1 method="wB97M-V/def2-TZVPD" orbital_gap_ev=8.11 smiles="O=c1nccnnn1" molar_mass_da=110.08 lumo_ev=-1.634 homo_energy_ha=-0.35801
O -1.3622 -0.9846 -1.4178 -0.48
C -0.3564 -0.5373 -1.0345 0.73
N 0.6422 -1.2400 -0.3293 -0.40
C 1.0043 -0.7815 0.8146 0.08
C 0.3208 0.2068 1.7396 -0.04
N -0.4304 1.1799 1.0979 -0.20
N 0.2328 1.5776 -0.0618 0.07
N 0.0667 0.8231 -0.9940 -0.20
H 1.5776 -1.4668 1.4237 0.19
H -0.0715 -0.3680 2.8111 0.25

Entry C
10
Properties=species:S:1:pos:R:3:nbo_charge:R:1 method="wB97M-V/def2-TZVPD" orbital_gap_ev=8.09 molar_mass_da=110.08 lumo_ev=-0.601 homo_energy_ha=-0.31947
C 0.6843 0.8818 -0.0674 0.64
C -1.6092 0.4448 0.1110 -0.19
C 1.0840 -0.4605 0.0597 -0.26
N -2.1032 -0.4456 -0.9615 -0.07
N -2.1788 -0.8203 0.2161 -0.12
N 2.3697 -0.9350 -0.4584 0.02
N 2.3795 -0.6071 0.7004 0.02
O 1.0584 1.9884 -0.1179 -0.44
H -2.1675 1.2997 0.3380 0.16
H 0.4828 -1.3462 0.1801 0.23

Unit: kcal/mol. Relative energies: entry A 0.0; entry B 76.2; entry C 129.9.

Entry A
13
Properties=species:S:1:pos:R:3:nbo_charge:R:1 method="wB97M-V/def2-TZVPD" orbital_gap_ev=10.78 charge=+1 molar_mass_da=92.09 lumo_ev=-5.068 homo_energy_ha=-0.58232
C -1.9619 0.7338 3.4017 0.76
C -0.8549 -0.6358 -1.4242 0.12
C 1.1766 -0.1206 -0.4318 -0.44
N -0.1823 -0.5674 -0.3780 -0.39
O -1.6319 0.3137 2.3565 -0.58
F -0.9807 1.1867 4.3185 -0.35
H -3.0181 1.0069 3.7622 0.17
H -0.4985 -0.3844 -2.4082 0.23
H -1.8841 -1.1231 -1.4317 0.24
H -0.6511 -0.6228 0.5768 0.48
H 1.8856 -1.0430 -0.2490 0.27
H 1.2198 0.3882 -1.3449 0.22
H 1.3283 0.6390 0.3651 0.25

Entry B
13
Properties=species:S:1:pos:R:3:nbo_charge:R:1 method="wB97M-V/def2-TZVPD" orbital_gap_ev="6.47 / 7.87" charge=+1 molar_mass_da=92.09 lumo_ev="-8.573 / -7.723" homo_energy_ha="-0.55276 / -0.57289"
C -0.0678 -0.1483 1.5566 0.47
C -1.7003 0.5851 -1.0108 -0.01
C 1.5748 -0.0604 -0.3258 -0.45
N 0.3349 -0.5617 0.2829 0.02
O 0.2912 0.8587 1.9968 -0.45
F -0.0908 -1.8277 -0.0014 -0.18
H -0.8203 -0.6831 2.0179 0.17
H -1.4476 0.8527 0.0513 0.23
H -1.2577 0.9979 -1.9530 0.23
H -2.3733 -0.2704 -1.2629 0.22
H 1.9199 -0.7230 -1.1195 0.26
H 1.3566 0.9289 -0.6628 0.24
H 2.2803 0.0513 0.4307 0.25

Unit: kcal/mol. Relative energies: entry A 0.0; entry B 128.4.

Entry A
25
Properties=species:S:1:pos:R:3:nbo_charge:R:1 method="wB97M-V/def2-TZVPD" orbital_gap_ev=10.45 smiles=OCCCCO.COC molar_mass_da=136.19 lumo_ev=0.872 homo_energy_ha=-0.35203
O 1.0550 0.5641 0.6068 -0.78
C -0.0246 0.3182 -0.3124 -0.07
C 0.0148 -1.1332 -0.7570 -0.42
C -0.4851 -2.1766 0.2499 -0.43
C 0.3997 -2.4214 1.4694 -0.06
O 0.3381 -1.3905 2.4448 -0.75
H 1.0461 1.5157 0.8407 0.50
H 0.0874 0.9812 -1.1919 0.17
H -0.9962 0.5520 0.1636 0.16
H -0.6224 -1.1986 -1.6599 0.21
H 1.0530 -1.3695 -1.0600 0.21
H -1.4953 -1.8970 0.6060 0.20
H -0.5727 -3.1398 -0.2886 0.21
H 0.0557 -3.3391 1.9840 0.18
H 1.4433 -2.5906 1.1412 0.15
H 0.7050 -0.5888 2.0168 0.49
C 2.1259 3.7704 1.9217 -0.26
O 0.9082 3.0829 1.7137 -0.56
C 0.3324 2.7089 2.9495 -0.26
H 2.5329 4.0390 0.9323 0.20
H 2.8638 3.1404 2.4464 0.17
H 1.9762 4.6954 2.5034 0.17
H 0.9936 2.0335 3.5181 0.18
H 0.1060 3.5886 3.5752 0.18
H -0.6104 2.1786 2.7336 0.20

Entry B
25
Properties=species:S:1:pos:R:3:nbo_charge:R:1 method="wB97M-V/def2-TZVPD" orbital_gap_ev=9.35 molar_mass_da=136.19 lumo_ev=0.617 homo_energy_ha=-0.32088
C 2.3663 0.0628 0.4509 0.70
C 0.3490 -1.2914 0.6905 -0.54
C -0.5676 -1.3181 1.9139 -0.60
C -0.2748 -1.8758 -0.5782 -0.61
O 2.1492 0.8041 1.5230 -0.66
O 2.1826 0.5227 -0.7326 -0.65
H 1.1462 1.1218 -0.6922 0.52
H 1.3484 1.3629 1.3425 0.54
H 3.1124 -0.7120 0.6069 0.18
H 1.2134 -1.9137 0.9275 0.20
H -0.5002 -2.9380 -0.4568 0.20
H -0.0717 -0.8519 2.7663 0.21
H -0.8410 -2.3402 2.1862 0.20
H -1.4865 -0.7625 1.7226 0.20
H 0.4093 -1.7772 -1.4224 0.21
H -1.2050 -1.3647 -0.8288 0.20
C -1.2310 1.6825 -0.4841 -0.04
C -1.2271 1.6648 -2.0065 -0.63
O 0.0367 1.3645 0.0511 -0.90
H 0.2780 -0.0729 0.4117 0.35
H -1.5270 2.6744 -0.1207 0.16
H -1.9825 0.9754 -0.1070 0.15
H -2.2214 1.8852 -2.3989 0.21
H -0.5309 2.4131 -2.3882 0.20
H -0.9247 0.6841 -2.3769 0.20

Unit: kcal/mol. Relative energies: entry A 0.0; entry B 39.3.

Entry A
14
Properties=species:S:1:pos:R:3:nbo_charge:R:1 method="wB97M-V/def2-TZVPD" orbital_gap_ev=8.93 smiles="C=CO.CSS" molar_mass_da=124.23 lumo_ev=0.709 homo_energy_ha=-0.30206
C -0.9002 0.7244 -2.4205 -0.52
C -0.4740 -0.4476 -1.9864 0.14
O 0.7759 -0.9219 -2.3721 -0.71
H -1.9066 1.0747 -2.2280 0.21
H -0.2663 1.3548 -3.0338 0.20
H -1.0221 -1.2343 -1.4946 0.19
H 0.8902 -0.6606 -3.2904 0.48
C -1.7071 0.5655 1.0782 -0.74
S -0.2626 0.2329 2.1234 0.08
S 1.3399 -0.2688 0.9144 -0.14
H -2.3349 1.1900 1.7063 0.23
H -1.3760 1.1008 0.2059 0.23
H -2.2735 -0.3237 0.8435 0.21
H 1.2854 0.5884 -0.1056 0.13

Entry B
14
Properties=species:S:1:pos:R:3:nbo_charge:R:1 method="wB97M-V/def2-TZVPD" orbital_gap_ev="6.20 / 6.17" molar_mass_da=124.23 lumo_ev="-2.901 / -2.937" homo_energy_ha="-0.33461 / -0.33462"
C 0.8959 1.3710 0.7705 -0.64
C -0.1942 -0.6898 -1.6790 -0.73
C -0.0846 0.2624 1.0466 -0.57
O 1.3322 -1.7869 0.2953 -0.98
S -3.3020 -1.1380 0.0047 -0.06
S -0.0495 -1.3902 0.1616 1.24
H 1.8372 0.8252 0.6553 0.24
H 0.6798 1.7752 -0.2357 0.21
H 0.8376 2.1934 1.6772 0.23
H -1.1077 -0.1549 -1.6454 0.23
H 0.7171 -0.3062 -1.7806 0.21
H -0.3003 -1.4821 -2.2681 0.21
H -1.2513 0.5915 0.9873 0.20
H -0.0102 -0.0705 2.0104 0.21

Unit: kcal/mol. Relative energies: entry A 0.0; entry B 90.7.